1.
# C6H12O

C6H12O as an isolated structure in a non-equilibrium geometry (the ωB97M-V functional and the def2-TZVPD basis, the Open Molecules 2025 dataset).

Output
**Total energy**: -8461.2592 eV
**Gap between HOMO and LUMO**: 9.63 eV
**Net charge**: 0
**HOMO energy**: -8.922 eV
**LUMO energy**: 0.7 eV
**Strongest force on any atom**: 1.04 eV/A

Last column: natural (NBO) charge in e.
Atoms and positions in Å:
O1 0.400 1.628 0.262  -0.577
C1 -0.312 0.493 0.583  0.143
C2 2.031 0.087 -0.521  -0.665
C3 -0.101 -0.931 -1.527  -0.685
C4 -1.749 0.758 0.120  -0.623
C5 0.542 -0.023 -0.481  0.361
C6 -0.224 -0.228 1.902  -0.629
H1 2.548 -0.831 -0.818  0.207
H2 2.218 0.839 -1.301  0.241
H3 -0.806 -1.606 -1.006  0.228
H4 0.814 -0.452 2.166  0.214
H5 -1.722 1.370 -0.791  0.224
H6 -0.759 -1.182 1.780  0.208
H7 0.652 -1.575 -2.003  0.228
H8 -0.700 0.348 2.694  0.215
H9 -0.667 -0.417 -2.301  0.246
H10 2.399 0.515 0.408  0.246
H11 -2.326 -0.150 -0.061  0.196
H12 -2.237 1.357 0.894  0.222

=====

2.
# C29H25N5O15S5V

C29H25N5O15S5V as an isolated structure (the ωB97M-V functional and the def2-TZVPD basis, the Open Molecules 2025 dataset).

Output
**Spin multiplicity**: 2
**Total energy**: -148513.5223 eV
**Gap between HOMO and LUMO (spin up / spin down)**: 7.07 / 7.66 eV
**Net charge**: -2
**HOMO energy (spin up / spin down)**: -3.768 / -3.781 eV
**LUMO energy (spin up / spin down)**: 3.3 / 3.9 eV
**Strongest force on any atom**: 0.52 eV/A

Last column: Löwdin spin population.
Atoms and positions in Å:
V1 -0.165 0.584 1.103  0.998
S1 1.424 -2.168 0.661  0.000
S2 -5.181 0.785 -0.443  0.000
S3 2.170 2.805 -2.395  -0.001
S4 -0.686 2.040 -2.343  -0.001
S5 2.268 -1.230 -2.716  0.000
O1 -1.545 0.419 -0.224  0.018
O2 -5.677 2.014 -1.013  0.001
O3 2.784 -1.811 0.930  -0.001
O4 1.471 0.823 2.007  0.019
O5 -6.052 0.076 0.454  0.000
O6 -0.971 2.042 1.806  -0.025
O7 -2.303 -1.957 1.056  0.000
O8 4.703 3.013 0.401  0.000
O9 0.059 0.135 4.362  -0.002
O10 0.571 -0.986 0.254  -0.006
O11 3.168 -1.520 -3.825  0.000
O12 -2.403 2.292 3.498  -0.004
O13 2.879 -0.517 -1.618  0.000
O14 0.989 -0.672 -3.163  0.000
O15 0.758 -2.931 1.695  -0.001
N1 -3.710 1.033 0.228  0.006
N2 -0.989 -0.643 2.446  -0.005
N3 -2.157 4.050 0.302  0.000
N4 2.234 2.077 0.261  -0.004
N5 0.978 1.778 -0.261  -0.003
C1 -0.083 2.851 -3.844  0.000
C2 -1.209 -1.916 4.452  0.000
C3 1.357 -5.148 -2.812  0.000
C4 1.382 2.507 -3.996  0.000
C5 4.871 1.457 4.235  0.000
C6 0.830 2.128 -1.491  -0.001
C7 3.731 1.264 3.476  0.001
C8 -5.313 -0.928 -2.764  0.000
C9 -4.558 -1.684 -3.655  0.000
C10 3.636 1.775 2.182  -0.001
C11 5.864 2.677 2.409  0.000
C12 -2.790 0.388 -0.442  0.006
C13 0.966 -4.516 -0.540  0.000
C14 -3.263 -0.399 -1.616  0.000
C15 2.389 1.543 1.433  0.004
C16 -2.580 3.823 1.670  -0.001
C17 -4.629 -0.291 -1.749  0.000
C18 4.716 2.490 1.638  0.000
C19 -1.800 -1.725 2.131  0.002
C20 1.770 -3.854 -3.083  0.000
C21 5.936 2.167 3.691  0.000
C22 -1.998 2.629 2.417  -0.001
C23 -2.497 -1.139 -2.499  0.000
C24 -1.981 -2.615 3.349  0.000
C25 0.949 -5.482 -1.533  0.000
C26 -3.172 -1.784 -3.528  0.000
C27 -0.624 -0.678 3.786  0.003
C28 1.379 -3.213 -0.806  0.000
C29 1.784 -2.867 -2.101  0.000
H1 -6.387 -0.842 -2.862  0.000
H2 1.876 3.139 -4.734  0.000
H3 -2.591 3.353 -0.294  0.000
H4 -2.611 -2.372 -4.244  0.000
H5 6.687 3.227 1.971  0.000
H6 2.880 0.718 3.863  0.000
H7 -3.661 3.691 1.698  0.000
H8 -1.157 3.902 0.219  0.000
H9 -2.350 4.696 2.289  0.000
H10 0.617 -6.487 -1.301  0.000
H11 -0.378 -2.503 4.841  0.000
H12 3.836 2.776 -0.012  0.000
H13 4.931 1.055 5.238  0.000
H14 1.357 -5.891 -3.601  0.000
H15 2.103 -3.572 -4.073  0.000
H16 -1.825 -1.594 5.292  0.000
H17 -5.056 -2.202 -4.466  0.000
H18 0.650 -4.749 0.466  0.000
H19 -3.048 -2.722 3.545  0.000
H20 -0.237 3.928 -3.764  0.000
H21 6.838 2.323 4.274  0.000
H22 -0.677 2.455 -4.668  0.000
H23 1.512 1.453 -4.244  0.000
H24 -1.575 -3.592 3.089  0.000
H25 -1.417 -1.183 -2.394  0.000

=====

3.
# C36H43N10O6SSiY

C36H43N10O6SSiY as an isolated structure (the ωB97M-V functional and the def2-TZVPD basis, the Open Molecules 2025 dataset).

Output
**Total energy**: -84975.9632 eV
**Gap between HOMO and LUMO**: 6.68 eV
**Net charge**: 0
**HOMO energy**: -6.593 eV
**LUMO energy**: 0.1 eV
**Strongest force on any atom**: 0.23 eV/A

Last column: Mulliken charge in e.
Atoms and positions in Å:
Y1 0.332 0.230 0.001  1.120
S1 2.995 -1.008 1.141  1.451
Si1 -2.366 1.564 0.074  0.846
O1 1.811 -1.777 0.713  -0.570
O2 -0.390 -1.271 -1.318  -0.362
O3 -0.277 -0.318 2.223  -0.234
O4 -6.882 -1.753 1.115  -0.466
O5 -1.357 -1.280 3.896  -0.559
O6 3.474 -1.196 2.476  -0.771
N1 3.420 1.942 2.439  -0.590
N2 -2.791 -2.860 2.416  -0.738
N3 2.571 0.477 0.766  0.394
N4 -3.954 -5.035 -3.402  -0.534
N5 1.336 2.255 1.322  0.156
N6 7.307 -2.114 -2.756  -0.554
N7 0.983 1.425 -2.036  -0.366
N8 -0.011 1.402 -2.954  0.954
N9 -2.253 -0.444 -3.157  -0.300
N10 -5.144 -5.005 -3.069  -0.485
C1 2.481 1.576 1.568  0.212
C2 -5.159 -4.348 -0.704  -0.148
C3 5.596 -1.288 0.394  -0.652
C4 -3.042 -4.054 -2.865  -0.108
C5 1.140 3.390 1.979  -0.160
C6 2.061 3.860 2.897  -0.791
C7 -0.809 2.514 -5.015  -1.258
C8 0.166 2.322 -3.906  1.200
C9 1.347 2.979 -3.605  -1.778
C10 -1.099 -3.500 -1.550  -0.209
C11 4.954 -2.019 -2.210  -0.918
C12 3.947 -1.770 -1.299  -0.200
C13 6.295 -1.908 -1.831  1.073
C14 -4.105 -2.242 -4.205  -0.964
C15 -6.508 -2.500 0.044  0.438
C16 3.188 3.073 3.094  -0.321
C17 -1.997 -4.442 -2.077  -0.562
C18 -2.718 2.639 1.618  -1.355
C19 -2.221 -1.747 -2.772  -0.206
C20 4.270 -1.403 0.002  -0.501
C21 6.602 -1.540 -0.518  -0.739
C22 -5.573 -4.119 -2.015  0.153
C23 -6.499 -3.128 -2.274  -0.518
C24 -5.644 -3.559 0.316  -0.542
C25 1.820 2.387 -2.427  0.696
C26 3.052 2.725 -1.656  -1.149
C27 -7.621 -0.572 0.856  -0.876
C28 -3.171 -0.062 -4.006  -0.353
C29 -6.945 -2.291 -1.257  -0.486
C30 -3.908 0.408 0.072  -0.967
C31 -4.125 -0.929 -4.568  -1.477
C32 -1.202 -2.151 -1.842  -0.566
C33 -2.744 2.779 -1.358  -1.016
C34 -1.069 -1.152 2.628  -0.079
C35 -3.146 -2.697 -3.270  1.075
C36 -1.775 -2.110 1.691  1.465
H1 -3.171 0.987 -4.284  0.579
H2 1.905 4.780 3.437  0.393
H3 -4.819 0.999 -0.079  0.328
H4 -2.538 2.077 2.540  0.258
H5 -3.754 2.993 1.636  0.393
H6 -0.385 3.160 -5.780  0.384
H7 -4.025 -0.098 1.038  0.251
H8 2.824 3.422 -0.847  0.126
H9 -2.804 2.245 -2.310  -0.075
H10 -7.637 -1.495 -1.492  0.436
H11 3.948 3.369 3.810  0.456
H12 -2.027 -2.008 3.924  0.432
H13 3.786 3.198 -2.308  0.444
H14 7.065 -2.671 -3.559  0.229
H15 -1.965 3.541 -1.457  0.260
H16 2.908 -1.871 -1.587  0.599
H17 0.215 3.914 1.770  0.366
H18 -1.881 -5.492 -1.837  0.495
H19 -8.613 -0.802 0.457  0.386
H20 -7.086 0.078 0.160  0.312
H21 1.808 3.773 -4.168  0.479
H22 -4.475 -5.160 -0.493  0.446
H23 -0.776 0.717 -2.872  0.091
H24 -2.172 -1.522 0.859  -0.901
H25 5.827 -1.008 1.413  0.487
H26 -4.804 -2.943 -4.638  0.784
H27 -1.073 1.562 -5.476  0.288
H28 -0.289 -3.819 -0.905  0.654
H29 -1.003 -2.760 1.275  0.308
H30 -3.700 3.291 -1.203  0.515
H31 -7.729 -0.067 1.812  0.249
H32 -4.846 -0.551 -5.280  0.434
H33 -2.749 -3.848 2.214  0.265
H34 -3.718 -2.528 2.182  0.162
H35 -3.881 -0.360 -0.706  0.133
H36 8.213 -2.336 -2.379  0.225
H37 -1.724 2.980 -4.643  0.231
H38 -2.075 3.524 1.648  0.304
H39 -6.862 -2.987 -3.285  0.373
H40 3.493 1.833 -1.214  0.180
H41 7.639 -1.452 -0.216  0.297
H42 4.706 -2.305 -3.225  0.308
H43 -5.382 -3.750 1.348  0.829

=====

4.
# C21H23N3O13PS2TcTe

C21H23N3O13PS2TcTe as an isolated structure (the ωB97M-V functional and the def2-TZVPD basis, the Open Molecules 2025 dataset).

Output
**Spin multiplicity**: 4
**Total energy**: -93695.5612 eV
**Gap between HOMO and LUMO (spin up / spin down)**: 7.41 / 5.64 eV
**Net charge**: -1
**HOMO energy (spin up / spin down)**: -5.591 / -5.557 eV
**LUMO energy (spin up / spin down)**: 1.8 / 0.1 eV
**Strongest force on any atom**: 0.46 eV/A

Last column: natural (NBO) charge in e.
Atoms and positions in Å:
Te1 1.551 -3.511 -0.303  0.028
Tc1 0.239 0.658 0.516  1.334
S1 -2.714 1.368 -0.607  2.436
S2 -0.568 3.043 1.563  2.388
P1 -0.657 -3.035 -1.197  2.102
O1 -3.149 0.654 0.563  -0.957
O2 -0.131 3.976 2.547  -0.926
O3 -1.244 1.194 -0.880  -0.976
O4 0.310 -2.640 2.850  -0.579
O5 4.192 -0.870 6.089  -0.727
O6 5.750 0.122 4.767  -0.745
O7 0.003 -1.266 1.110  -0.731
O8 -1.774 -3.670 -0.282  -0.850
O9 -0.951 -1.659 -1.636  -1.130
O10 0.462 2.778 0.485  -0.925
O11 -0.924 1.696 2.063  -0.910
O12 -3.486 1.198 -1.806  -0.966
O13 -0.531 -4.104 -2.390  -0.840
N1 1.745 0.420 1.936  -0.445
N2 3.315 -0.207 -2.197  -0.322
N3 1.511 0.219 -1.049  -0.465
C1 1.185 0.289 -2.389  -0.032
C2 2.300 0.026 -3.111  -0.097
C3 4.616 -0.291 5.078  0.726
C4 3.554 -0.025 4.000  -0.013
C5 2.795 -0.078 -0.976  0.240
C6 -1.962 3.776 0.727  -0.250
C7 -1.457 -3.131 -4.440  -0.639
C8 2.532 -0.934 3.732  -0.186
C9 -2.781 3.123 -0.218  -0.328
C10 -2.143 5.129 0.984  -0.196
C11 -3.116 5.845 0.303  -0.217
C12 2.683 1.335 2.222  0.030
C13 -3.898 5.215 -0.646  -0.193
C14 4.706 -0.510 -2.494  -0.400
C15 3.600 1.135 3.234  -0.226
C16 -2.926 -2.925 0.217  -0.058
C17 -3.732 3.862 -0.901  -0.189
C18 1.665 -0.682 2.695  0.067
C19 0.579 -1.629 2.257  0.762
C20 -2.842 -2.695 1.712  -0.634
C21 -1.594 -4.185 -3.359  -0.061
H1 -3.246 6.900 0.509  0.214
H2 4.374 1.865 3.426  0.247
H3 -3.007 -1.986 -0.328  0.219
H4 -3.778 -3.558 -0.028  0.170
H5 5.321 0.385 -2.418  0.211
H6 -1.511 5.600 1.723  0.248
H7 -0.470 -3.196 -4.901  0.204
H8 0.172 0.477 -2.697  0.270
H9 -1.521 -5.186 -3.780  0.182
H10 4.772 -0.905 -3.505  0.216
H11 -2.271 -1.802 1.939  0.237
H12 2.467 -0.027 -4.172  0.221
H13 -4.335 3.348 -1.636  0.251
H14 -2.556 -4.099 -2.848  0.181
H15 3.359 -0.206 -0.066  0.231
H16 -1.579 -2.135 -4.018  0.244
H17 5.072 -1.259 -1.797  0.225
H18 -3.851 -2.555 2.106  0.206
H19 2.686 2.223 1.604  0.218
H20 -4.644 5.777 -1.193  0.212
H21 -2.214 -3.294 -5.209  0.205
H22 2.420 -1.836 4.318  0.264
H23 -2.376 -3.549 2.203  0.224

=====

Among the records above, which one has the lowest net charge? C29H25N5O15S5V

=====

total energy of number 3 (C36H43N10O6SSiY)? -84975.9632 eV

=====

Which value of total energy does entry 3 give? -84975.9632 eV

=====

Which of these has the lowest total energy? C29H25N5O15S5V